3 unconnected molecules or ions with the total composition C20H39BrFN5O4P3. Source: the Open Molecules 2025 dataset; level of theory: wB97M-V/def2-TZVPD.

As for the charge: +1. As for the largest force on an atom: 10.0 eV/Å. For the total energy, the calculation gives -5057.5471 hartree. Its frontier orbital gap is 7.20 eV.

Bonds (Å) are listed after each position.
Element x y z (Å)
1 C 0.3158 -0.2765 3.1245  C2 1.673, H25 1.194, H26 1.170, H27 1.174
2 C -0.1453 0.7068 1.8518  C1 1.673, P3 1.882, H28 1.165, H29 1.194
3 P 1.0707 0.7567 0.4168  C2 1.882, C4 1.949, C6 1.901
4 C 1.9995 -0.9546 0.4942  P3 1.949, C5 1.639, H30 1.170, H31 1.192
5 C 3.2499 -0.9649 1.5534  C4 1.639, H32 1.173, H33 1.193, H34 1.171
6 C 0.3066 0.8233 -1.3229  P3 1.901, N7 1.521, C16 1.620, H35 1.195
7 N 1.3282 1.5497 -2.1850  C6 1.521, C8 1.495, H36 1.045
8 C 0.7495 2.5775 -3.1033  N7 1.495, N9 1.402, N11 1.509
9 N 1.6795 3.3398 -3.8248  C8 1.402, F10 1.353, H37 1.065
10 F 1.3544 4.3465 -4.6689  N9 1.353
11 N -0.6968 2.9485 -3.3215  C8 1.509, C12 1.540, H38 1.064
12 C -1.6419 1.7843 -2.9688  N11 1.540, P13 1.891, C16 1.637, H39 1.193
13 P -1.4734 0.5051 -4.3514  C12 1.891, O14 1.778, Br15 2.320
14 O 0.0968 -0.3291 -4.3148  P13 1.778, H40 1.007
15 Br -2.9549 -1.2588 -4.0777  P13 2.320
16 C -1.2260 1.3314 -1.4512  C6 1.620, C12 1.637, C17 1.629, P23 1.956
17 C -2.4006 0.3451 -0.9025  C16 1.629, C18 1.630, H41 1.194, H42 1.195
18 C -1.9783 -1.1836 -0.5281  C17 1.630, C19 1.673, H43 1.194, H44 1.170
19 C -3.0850 -1.8662 0.5249  C18 1.673, C20 1.641, H45 1.171, H46 1.194
20 C -4.5164 -2.2153 -0.1973  C19 1.641, O21 1.359, O22 1.472
21 O -5.2296 -3.2332 0.3529  C20 1.359
22 O -5.0315 -1.5386 -1.3985  C20 1.472, H47 1.003
23 P -1.4451 2.9817 -0.4248  C16 1.956, O24 1.579, H48 1.456, H49 1.470
24 O -0.0960 3.7828 -0.2471  P23 1.579
25 H -0.4433 0.0071 4.0013  C1 1.194
26 H 1.4090 -0.0124 3.4465  C1 1.170
27 H 0.1341 -1.4085 2.8735  C1 1.174
28 H -1.2516 0.4188 1.6251  C2 1.165
29 H -0.1848 1.7997 2.3317  C2 1.194
30 H 2.3319 -1.1779 -0.6053  C4 1.170
31 H 1.1947 -1.7887 0.7731  C4 1.192
32 H 4.1772 -1.4112 0.9907  C5 1.173
33 H 2.9628 -1.7592 2.3967  C5 1.193
34 H 3.4483 0.0488 2.1040  C5 1.171
35 H 0.3412 -0.3003 -1.7298  C6 1.195
36 H 2.1538 1.8763 -1.6343  N7 1.045
37 H 2.7211 3.1688 -3.6851  N9 1.065
38 H -0.9173 3.1149 -4.3494  N11 1.064
39 H -2.7554 2.2118 -2.9417  C12 1.193
40 H 0.5904 -0.0909 -5.1595  O14 1.007
41 H -3.3008 0.3981 -1.6855  C17 1.194
42 H -2.8633 0.8121 0.0951  C17 1.195
43 H -0.9385 -1.2792 0.0513  C18 1.194
44 H -1.9086 -1.9321 -1.4240  C18 1.170
45 H -3.1643 -1.2690 1.5286  C19 1.171
46 H -2.5993 -2.9180 0.8143  C19 1.194
47 H -5.0212 -2.2025 -2.1505  O22 1.003
48 H -2.0967 2.7405 0.8542  P23 1.456
49 H -2.3382 3.8674 -1.1855  P23 1.470
50 C -1.7035 0.0832 7.7209  C51 1.525, H55 1.095, H56 1.095, H57 1.096
51 C -2.8872 -0.8790 7.7357  C50 1.525, C52 1.530, H58 1.097, H59 1.096
52 C -2.7618 -1.9925 6.6940  C51 1.530, C53 1.520, H60 1.095, H61 1.095
53 C -2.6949 -1.3874 5.3011  C52 1.520, N54 1.261
54 N -2.6394 -0.8856 4.1457  C53 1.261
55 H -1.6215 0.6085 6.7641  C50 1.095
56 H -1.8223 0.8435 8.4993  C50 1.095
57 H -0.7630 -0.4490 7.9044  C50 1.096
58 H -3.8088 -0.3098 7.5628  C51 1.097
59 H -2.9678 -1.3279 8.7317  C51 1.096
60 H -3.6263 -2.6620 6.7539  C52 1.095
61 H -1.8591 -2.5867 6.8726  C52 1.095
62 C 4.6679 0.0644 -5.5333  C63 1.525, H67 1.095, H68 1.095, H69 1.096
63 C 5.2004 -1.0639 -4.6556  C62 1.525, C64 1.530, H70 1.097, H71 1.096
64 C 4.4986 -1.1437 -3.2984  C63 1.530, C65 1.520, H72 1.095, H73 1.095
65 C 4.7087 0.1537 -2.5348  C64 1.520, N66 1.261
66 N 4.8829 1.2299 -1.9013  C65 1.261
67 H 4.8367 1.0451 -5.0775  C62 1.095
68 H 5.1776 0.0650 -6.5021  C62 1.095
69 H 3.5930 -0.0524 -5.7132  C62 1.096
70 H 6.2780 -0.9209 -4.5094  C63 1.097
71 H 5.0702 -2.0156 -5.1825  C63 1.096
72 H 4.9057 -1.9751 -2.7134  C64 1.095
73 H 3.4247 -1.3148 -3.4300  C64 1.095

Here are the Löwdin charges for atoms 1 to 4, given in e: -0.164 -0.432 0.979 -0.414